44
Properties=species:S:1:pos:R:3:forces:R:3:nbo_charge:R:1 method="wB97M-V/def2-TZVPD" gap_ev="5.72 / 4.30" energy_ev=-144261.0220 lumo_ev="-8.93 / -9.59" fmax_ev_per_a=5.327 charge=+2 e_homo_ev="-14.65 / -13.89"
C 0.69898 1.27306 1.48470 3.88 -3.00 2.08 -0.24
I -1.68528 0.24576 -2.60268 -0.07 -0.49 -1.77 0.01
H 1.51276 0.28417 1.54022 -2.43 2.81 -1.37 0.25
H -0.01857 0.93872 2.24877 -0.01 1.31 -0.50 0.22
H 1.27680 2.22183 1.42459 -1.05 -0.58 0.19 0.24
Sc 1.89092 -2.63777 -0.42044 0.93 1.60 -1.00 1.39
P -0.03767 -2.48896 1.30711 -1.69 -1.38 2.39 0.65
C -1.80181 -2.67878 2.04345 0.31 0.72 -0.41 -0.86
C -0.01666 -4.10530 0.42789 0.92 -0.54 -0.41 -0.92
H -0.16542 -4.96748 1.11449 0.35 0.53 -0.56 0.30
H 0.76251 -3.94950 3.21001 0.04 0.01 -0.17 0.26
H 1.01721 -4.24455 -0.11893 -2.00 -1.51 0.72 0.10
H 2.04675 -2.91559 2.45107 0.25 -0.27 0.34 0.23
H -2.51422 -2.64598 1.20284 0.25 -0.17 0.35 0.24
H -0.79935 -4.12613 -0.34355 0.32 -0.09 0.02 0.28
C 1.00980 -2.97625 2.78820 -0.39 0.91 -0.70 -0.90
H -1.94353 -3.63169 2.61009 0.44 0.79 -0.47 0.27
H 0.87467 -2.19982 3.54759 0.10 -0.13 -0.01 0.26
H -2.03568 -1.79969 2.68073 0.23 -0.62 -0.24 0.25
P 1.56288 1.39967 -1.60407 1.13 1.93 -1.26 0.85
C 0.56806 2.88814 -2.08538 -0.55 -0.64 0.21 -0.93
C 3.07487 2.38813 -1.15931 -0.57 -0.89 1.27 -0.92
H 2.84058 0.11743 -3.22103 -0.24 0.42 -0.33 0.24
H 2.61211 1.78636 -3.86532 -0.28 -0.12 0.36 0.26
H 1.24641 0.58655 -3.88358 0.33 0.12 -0.10 0.24
C 2.12462 0.95502 -3.33938 -0.25 -1.35 0.75 -0.90
H 3.82996 1.69363 -0.78786 0.26 0.21 -0.13 0.24
H 3.43324 2.95534 -2.01003 0.03 0.08 -0.02 0.25
H 1.19418 3.54397 -2.70647 -0.26 -0.16 0.25 0.26
H 0.22328 3.40970 -1.18873 0.14 0.35 -0.21 0.21
H 2.79649 3.04811 -0.32090 0.29 0.00 -0.36 0.22
H -0.32380 2.53470 -2.61964 0.42 0.54 0.02 0.25
Cl 4.13942 -2.50005 -0.80103 -0.12 0.04 0.16 -0.57
Br -2.21776 4.26066 1.52901 0.05 -0.98 -0.48 0.19
C -2.38651 2.50779 0.79581 -1.13 0.67 0.05 -0.09
C -3.62327 1.96767 0.43037 -2.15 1.27 0.09 -0.17
C -3.70856 0.67109 -0.03321 -0.07 0.35 -0.33 -0.19
C -2.54716 -0.08657 -0.16592 0.08 0.20 1.52 -0.01
N -1.32194 0.45238 0.09326 -1.10 -0.82 -0.40 -0.46
C -1.30504 1.73396 0.45123 1.96 0.88 -0.45 -0.06
H -4.59344 2.59373 0.42848 1.85 -0.95 0.31 0.28
H -4.64316 0.28325 -0.42704 0.04 0.01 0.31 0.26
H -2.68951 -1.14829 -0.35710 0.66 0.20 -0.06 0.23
H -0.35813 2.36158 0.25170 -0.88 -1.26 0.34 0.29